Formula: C20H26IrN4O7PS
Source: OMol25
Level of theory: ωB97M-V/def2-TZVPD

Properties
Gap between HOMO and LUMO (alpha / beta) (eV): 8.076 / 5.722
Electronic energy (Eh): -2367.20772
Spin multiplicity: 2
Relative energy (zero: lowest compared OMol25 entry of this formula, charge and spin) (eV): 1.040
Charge: +1
<S²>: 0.7608

XYZ file:
```
60
Properties=species:S:1:pos:R:3:forces:R:3
Ir 0.252 1.442 0.413 2.0 0.9 -1.1
O -0.644 3.018 4.138 -0.1 0.0 -0.2
C -0.603 2.869 2.837 0.0 0.1 0.1
O -1.263 2.073 2.185 -0.2 -0.2 0.1
C 0.229 3.853 2.085 0.1 -0.1 0.1
C 0.505 5.165 2.399 0.0 0.0 0.0
C 0.938 6.000 1.365 0.0 0.0 0.0
C 0.967 5.538 0.057 0.0 0.0 0.0
C 0.687 4.201 -0.173 0.0 -0.1 0.0
N 0.444 3.393 0.853 0.2 -0.1 -0.3
C 0.360 3.553 -1.515 -0.3 -0.5 0.1
O 0.422 4.175 -2.536 0.2 0.2 -0.1
O -0.113 2.324 -1.385 -0.5 0.4 -0.5
H -1.229 2.344 4.524 0.0 0.0 0.0
H 0.337 5.534 3.400 0.0 0.0 0.0
H 1.176 7.033 1.579 0.0 0.0 0.0
H 1.165 6.185 -0.786 0.0 0.0 0.0
O 1.503 -0.602 3.609 0.2 -0.4 0.1
C 1.601 -0.208 2.476 -0.6 1.2 0.1
O 1.005 0.946 2.138 0.5 -1.3 0.9
C 2.460 -0.903 1.465 -0.1 -0.3 0.1
C 3.024 -2.105 1.894 -0.1 0.1 0.0
C 3.870 -2.837 1.082 0.0 0.0 -0.1
C 4.175 -2.366 -0.189 0.0 0.0 -0.1
C 3.627 -1.179 -0.636 0.1 0.0 -0.1
C 2.767 -0.436 0.181 0.1 0.2 -0.2
S 2.255 1.076 -0.549 -1.3 0.0 0.8
H 2.780 -2.442 2.892 0.0 0.0 0.0
H 4.296 -3.764 1.439 0.0 0.0 0.0
H 4.841 -2.923 -0.835 0.0 0.0 0.0
H 3.860 -0.814 -1.629 0.0 0.0 0.0
C -0.637 -4.028 -1.100 0.0 0.0 0.0
N -0.935 -2.878 -0.257 0.1 0.0 0.0
C -0.747 -3.104 1.175 0.0 0.0 0.0
P -1.164 -1.359 -0.792 0.0 0.2 0.2
O -0.148 -0.468 -0.083 -0.2 -0.5 0.2
N -0.936 -1.315 -2.404 0.0 0.0 -0.1
C -1.974 -0.971 -3.369 0.0 0.0 0.0
C 0.430 -1.274 -2.923 -0.1 0.0 0.0
N -2.684 -0.895 -0.409 0.0 -0.1 -0.1
C -3.798 -1.824 -0.263 0.0 0.0 0.0
C -3.085 0.501 -0.554 0.0 0.1 0.0
H -1.281 -4.866 -0.824 0.0 0.0 0.0
H 0.404 -4.336 -0.974 0.0 0.0 0.0
H -0.812 -3.787 -2.145 0.0 0.0 0.0
H -1.394 -3.918 1.509 0.0 0.0 0.0
H -0.997 -2.209 1.741 0.0 0.0 0.0
H 0.291 -3.367 1.388 0.0 0.0 0.0
H -2.960 -1.071 -2.923 0.0 0.0 0.0
H -1.918 -1.649 -4.221 0.0 0.0 0.0
H -1.848 0.053 -3.730 0.0 0.0 0.0
H 1.124 -1.695 -2.195 0.0 0.0 0.0
H 0.737 -0.248 -3.142 0.0 0.0 0.0
H 0.486 -1.868 -3.836 0.0 0.0 0.0
H -3.430 -2.836 -0.126 0.0 0.0 0.0
H -4.453 -1.800 -1.139 0.0 0.0 0.0
H -4.388 -1.545 0.612 0.0 0.0 0.0
H -2.233 1.132 -0.809 0.0 0.0 0.0
H -3.527 0.865 0.375 0.0 0.0 0.0
H -3.818 0.612 -1.358 0.0 0.0 0.0
```
Positions in Å, forces in eV/Å.

Charges obtained by Mulliken population analysis, quoted in units of e: atom 1 (Ir): 0.7934, atom 2 (O): -0.4426, atom 3 (C): 0.1906, atom 4 (O): -0.5019, atom 5 (C): 0.7262, atom 6 (C): -0.7111, atom 7 (C): -0.2623, atom 8 (C): -0.8733, atom 9 (C): 0.7542, atom 10 (N): 0.1310, atom 11 (C): 0.2014, atom 12 (O): -0.6367, atom 13 (O): -0.8287, atom 14 (H): 0.4115, atom 15 (H): 0.5316, atom 16 (H): 0.4585, atom 17 (H): 0.5344, atom 18 (O): -0.6395, atom 19 (C): 0.2480, atom 20 (O): -0.4905, atom 21 (C): 0.3456, atom 22 (C): -0.6197, atom 23 (C): -0.6348, atom 24 (C): -0.6131, atom 25 (C): -0.8854, atom 26 (C): 1.0582, atom 27 (S): -0.3305, atom 28 (H): 0.5424, atom 29 (H): 0.4429, atom 30 (H): 0.4249, atom 31 (H): 0.4899, atom 32 (C): -1.0435, atom 33 (N): 0.5099, atom 34 (C): -1.1219, atom 35 (P): -0.3094, atom 36 (O): 0.6455, atom 37 (N): 0.4812, atom 38 (C): -1.0086, atom 39 (C): -0.9468, atom 40 (N): 0.4883, atom 41 (C): -0.9818, atom 42 (C): -1.0999, atom 43 (H): 0.3120, atom 44 (H): 0.2978, atom 45 (H): 0.3214, atom 46 (H): 0.3844, atom 47 (H): 0.3555, atom 48 (H): 0.2654, atom 49 (H): 0.2865, atom 50 (H): 0.2936, atom 51 (H): 0.2992, atom 52 (H): 0.2362, atom 53 (H): 0.2275, atom 54 (H): 0.3812, atom 55 (H): 0.2872, atom 56 (H): 0.3147, atom 57 (H): 0.3112, atom 58 (H): 0.3425, atom 59 (H): 0.2767, atom 60 (H): 0.3795